This record from OMol25 describes a cluster of 13 separate species, C57H146N6O19 in total in a non-equilibrium geometry. The level of theory is ωB97M-V/def2-TZVPD.

## Properties
Gap between HOMO and LUMO ... 9.2 eV
HOMO ... -8.5 eV
Max |F| ... 0.07010 hartree/bohr

Last column: Mulliken charge in e.
Atoms and positions in Å:
C (20.7534, 12.1266, 22.8920)  -0.699
O (20.5489, 13.0136, 21.7957)  -0.347
C (19.4437, 12.7594, 20.9991)  -0.360
C (19.5878, 13.4987, 19.6926)  -0.362
N (18.5669, 13.3247, 18.6771)  0.805
C (18.5594, 12.1008, 17.9518)  -1.175
C (17.8246, 12.3657, 16.6249)  2.717
O (17.5660, 11.1107, 16.0351)  -0.689
C (17.4417, 11.2685, 14.5797)  -0.421
H (20.2310, 11.2011, 22.6363)  0.346
H (20.3214, 12.5374, 23.8075)  0.234
H (21.8907, 12.0042, 22.9226)  0.218
H (18.4672, 12.9517, 21.4403)  0.352
H (19.3814, 11.6545, 20.8422)  0.347
H (20.5565, 13.3171, 19.2660)  0.699
H (19.6653, 14.5864, 19.8826)  -0.626
H (17.7173, 13.4529, 19.2520)  -0.652
H (17.9497, 11.2180, 18.4338)  -0.159
H (19.6064, 11.7416, 17.8787)  0.242
H (18.4903, 12.9775, 15.9724)  -0.951
H (16.8457, 12.8499, 16.8088)  -0.909
H (17.1485, 10.2882, 14.3355)  0.597
H (18.3369, 11.6012, 14.0737)  0.377
H (16.6225, 11.9464, 14.2563)  -0.291
C (14.2501, 22.2606, 15.3775)  -0.667
O (15.1691, 21.5686, 16.1696)  0.107
C (16.5203, 22.0369, 16.0445)  -0.575
C (17.1463, 22.1074, 14.7111)  -0.442
N (17.2875, 20.7977, 14.0833)  0.986
C (17.7854, 20.8893, 12.6760)  -0.492
C (16.9305, 21.7346, 11.7280)  -0.973
O (15.5656, 21.4028, 11.9555)  0.170
C (14.7330, 22.2280, 11.1681)  -0.959
H (13.2647, 21.8356, 15.5251)  0.339
H (14.5583, 22.2902, 14.3610)  -0.070
H (14.2665, 23.3301, 15.6125)  0.309
H (17.1160, 21.3048, 16.6069)  -0.091
H (16.5189, 23.0101, 16.5647)  0.380
H (18.1792, 22.5434, 14.8891)  0.273
H (16.6046, 22.8692, 14.1183)  0.262
H (16.4373, 20.2965, 14.0542)  -0.814
H (17.7535, 19.8321, 12.3764)  -0.170
H (18.8473, 21.1832, 12.6111)  0.520
H (17.1573, 21.4835, 10.6610)  0.493
H (17.1283, 22.7854, 11.9722)  0.436
H (13.7061, 21.8239, 11.1247)  0.253
H (15.2370, 22.3436, 10.1761)  0.310
H (14.6713, 23.2535, 11.5680)  0.290
C (15.4483, 17.1262, 7.2123)  -0.744
O (15.1033, 17.7309, 8.4419)  -0.411
C (16.0704, 17.5487, 9.5113)  1.302
C (17.4549, 18.1378, 9.2308)  -0.041
N (18.2766, 17.2130, 8.4465)  -0.148
C (19.0036, 16.2503, 9.2576)  -0.283
C (20.1882, 16.8105, 9.9833)  1.622
O (21.1124, 17.2651, 8.9840)  -0.501
C (22.3399, 17.6779, 9.5605)  -0.575
H (15.2713, 16.0588, 7.2187)  0.241
H (16.5130, 17.2339, 7.0136)  0.336
H (14.8504, 17.5893, 6.3965)  0.278
H (16.1095, 16.5117, 9.8467)  -0.177
H (15.5598, 18.0842, 10.3186)  -0.934
H (17.9394, 18.3639, 10.1887)  -0.314
H (17.2244, 19.0453, 8.6642)  0.614
H (19.0039, 17.6311, 7.9516)  0.372
H (19.3686, 15.4080, 8.5818)  0.109
H (18.3840, 15.7006, 9.9346)  -0.312
H (20.6750, 16.1307, 10.6771)  -0.837
H (19.8206, 17.6010, 10.6632)  -0.195
H (23.1910, 17.5482, 8.8219)  0.286
H (22.6318, 17.1444, 10.4336)  0.140
H (22.2686, 18.7153, 9.8773)  0.279
C (10.0233, 15.3802, 14.3217)  -0.578
O (10.6068, 14.4960, 15.2766)  -0.496
C (12.0165, 14.2670, 15.1464)  -0.009
C (12.4951, 13.2384, 16.2028)  -0.394
N (12.4071, 13.8534, 17.4732)  0.181
C (12.6181, 12.8105, 18.5231)  -1.272
C (13.9898, 12.1948, 18.2726)  1.172
O (14.3399, 11.7234, 19.6250)  -0.602
C (15.1376, 10.5072, 19.5227)  -0.664
H (8.9927, 15.5114, 14.5911)  0.358
H (10.0790, 14.9517, 13.2628)  0.199
H (10.5967, 16.3550, 14.2761)  0.170
H (12.6165, 15.1438, 15.3156)  -0.214
H (12.2458, 13.9574, 14.0782)  0.194
H (13.5465, 13.0717, 15.9093)  0.080
H (12.0017, 12.2557, 16.1315)  0.498
H (11.5035, 14.2577, 17.6294)  0.293
H (11.8257, 11.9895, 18.6358)  0.253
H (12.7606, 13.2948, 19.4955)  0.490
H (14.6684, 13.0477, 17.9416)  -0.591
H (14.0191, 11.3540, 17.5077)  0.302
H (14.5868, 9.7975, 18.9039)  0.436
H (15.3218, 10.0788, 20.5190)  0.318
H (16.0966, 10.7870, 19.0340)  0.141
C (14.1292, 14.6480, 10.9444)  -0.800
O (13.6984, 15.6792, 11.8367)  0.225
C (12.9486, 16.7523, 11.3248)  -1.221
C (13.2924, 18.0152, 12.0737)  0.274
N (12.9935, 17.9128, 13.4951)  -0.057
C (13.4434, 19.0090, 14.3379)  0.361
C (13.5501, 18.5544, 15.8054)  -0.237
O (14.4491, 17.4270, 15.8415)  0.908
C (14.4004, 16.7753, 17.0796)  -0.796
H (13.3688, 13.9219, 10.9080)  0.269
H (14.9890, 14.2070, 11.4372)  0.053
H (14.3847, 15.0368, 9.9876)  0.322
H (11.8738, 16.5729, 11.4906)  0.299
H (13.2087, 16.8594, 10.2860)  0.599
H (12.6926, 18.8078, 11.6042)  0.401
H (14.3380, 18.2657, 11.9554)  -0.244
H (13.4076, 17.0481, 13.8415)  -0.296
H (12.9052, 19.9209, 14.2158)  0.581
H (14.4398, 19.3222, 14.0182)  -0.632
H (12.5182, 18.2371, 16.2508)  0.273
H (13.9601, 19.3341, 16.4284)  -0.230
H (13.3604, 16.3137, 17.3000)  0.228
H (14.7727, 17.4321, 17.8694)  0.019
H (15.0442, 15.9124, 17.0731)  -0.247
C (19.7808, 17.2154, 22.9162)  -0.438
O (19.2026, 18.4331, 22.6530)  -0.336
C (19.8208, 19.2865, 21.6976)  -1.110
C (19.3682, 18.8789, 20.3215)  0.915
N (17.9784, 19.3358, 20.1200)  -0.132
C (16.9356, 18.4568, 20.6834)  1.349
C (15.5936, 19.0644, 20.9373)  -1.708
O (14.7291, 19.2573, 19.7653)  -0.361
C (14.9545, 20.4265, 19.0024)  -0.397
H (20.8596, 17.3549, 23.2146)  0.328
H (19.8177, 16.5884, 22.0134)  0.115
H (19.2357, 16.7221, 23.7312)  0.217
H (20.9397, 19.1336, 21.7245)  0.402
H (19.6781, 20.3184, 22.0235)  0.342
H (19.3930, 17.7762, 20.3472)  -0.546
H (20.0227, 19.3571, 19.5778)  0.356
H (17.8690, 19.4192, 19.0892)  -0.188
H (17.3173, 18.0536, 21.6380)  0.275
H (16.7948, 17.5468, 20.0826)  -0.311
H (15.8448, 20.0687, 21.3418)  0.377
H (15.0065, 18.5429, 21.6245)  0.470
H (15.3327, 21.2215, 19.6707)  0.346
H (14.0058, 20.7950, 18.6009)  0.262
H (15.6780, 20.2364, 18.2582)  -0.081
C (14.6297, 15.1950, 20.2671)  -0.824
C (16.0339, 14.7537, 20.6486)  2.518
C (16.2642, 15.0853, 22.1281)  -1.873
O (16.2015, 13.3983, 20.5280)  -0.805
H (14.4302, 16.2360, 20.4002)  0.467
H (13.9292, 14.6736, 20.9386)  0.470
H (14.3951, 14.8755, 19.1950)  -0.510
H (16.7388, 15.2301, 20.0098)  -0.699
H (16.2435, 16.1196, 22.4112)  0.275
H (17.1997, 14.6996, 22.5056)  0.295
H (15.5373, 14.6055, 22.7603)  0.398
H (15.3371, 12.9126, 20.2763)  0.369
C (22.1415, 14.1436, 15.1510)  -1.076
C (21.9476, 14.7284, 13.7367)  0.741
C (21.7769, 13.7062, 12.6702)  -1.184
O (20.8460, 15.5869, 13.8460)  1.276
H (22.4120, 14.8654, 15.9253)  0.252
H (22.8697, 13.2832, 15.1927)  0.415
H (21.2094, 13.6802, 15.5185)  -0.081
H (22.8096, 15.3702, 13.5578)  0.313
H (22.7101, 13.1621, 12.5412)  0.567
H (21.5713, 14.2766, 11.6986)  -0.073
H (21.0199, 12.9773, 13.0002)  0.185
H (19.9627, 15.1356, 13.9255)  -0.535
C (12.1861, 9.7543, 14.9634)  -1.338
C (12.3925, 10.7462, 13.8907)  1.734
C (13.8786, 10.8134, 13.5110)  -0.861
O (11.6657, 10.4082, 12.7010)  -0.642
H (12.7031, 10.1724, 15.8751)  0.090
H (12.3800, 8.7107, 14.7131)  0.348
H (11.1203, 9.8387, 15.2699)  0.389
H (12.0687, 11.7001, 14.2727)  -0.733
H (14.1649, 9.9853, 12.8462)  0.522
H (14.6738, 10.8188, 14.2822)  0.063
H (14.0938, 11.7467, 12.9509)  0.027
H (10.7149, 10.4275, 12.9279)  0.414
C (20.8898, 19.3730, 15.0394)  -0.311
C (22.0170, 19.0897, 14.0879)  0.425
C (23.1883, 18.2832, 14.7041)  -1.366
O (21.6383, 18.4775, 12.8480)  -0.489
H (20.1866, 18.5297, 15.2949)  -0.355
H (20.2252, 20.1107, 14.6634)  -0.091
H (21.2478, 19.8924, 15.9655)  0.462
H (22.5119, 20.0052, 13.7583)  0.352
H (22.8776, 17.3002, 15.1259)  0.074
H (23.7060, 18.7722, 15.5245)  0.472
H (23.8443, 18.1002, 13.8696)  0.376
H (21.3670, 17.5973, 13.0027)  0.001
C (20.0472, 16.9233, 17.2661)  -1.479
C (18.5352, 16.9742, 17.4886)  2.872
C (18.0222, 17.9700, 16.5285)  -1.272
O (17.9183, 15.7134, 17.1256)  0.753
H (20.5679, 16.2867, 18.0488)  0.363
H (20.3780, 17.9620, 17.2431)  0.309
H (20.1604, 16.4578, 16.2757)  0.057
H (18.2991, 17.1118, 18.5448)  -0.561
H (18.2489, 17.6909, 15.5082)  -0.563
H (18.3039, 18.9850, 16.6665)  1.008
H (16.9224, 17.9011, 16.4157)  -0.436
H (18.2660, 15.0763, 17.7833)  -0.744
C (17.4926, 10.9624, 10.8190)  -1.034
C (18.7364, 11.2886, 9.9702)  0.409
C (18.8812, 12.7259, 9.5455)  -0.782
O (19.8175, 10.8679, 10.7934)  -0.571
H (17.5289, 11.4401, 11.7973)  -0.185
H (17.4648, 9.8745, 11.0144)  0.430
H (16.5265, 11.1774, 10.3423)  0.433
H (18.6904, 10.4803, 9.1655)  0.159
H (18.0693, 13.0875, 8.9225)  0.481
H (19.8252, 12.8787, 8.9554)  0.358
H (18.9715, 13.3035, 10.4262)  0.007
H (20.6010, 11.1106, 10.2577)  0.328
C (15.7623, 14.9449, 14.4216)  0.395
C (17.0252, 14.9115, 13.5749)  1.692
C (17.2283, 16.2031, 12.7240)  0.484
O (18.2283, 14.6935, 14.3885)  0.533
H (14.8315, 14.8460, 13.8761)  0.598
H (15.7729, 15.9466, 14.8801)  -0.406
H (15.8731, 14.1434, 15.1308)  -0.940
H (16.9894, 14.1176, 12.8346)  -0.198
H (17.3320, 16.9724, 13.4806)  -0.998
H (16.3094, 16.4326, 12.1261)  -0.481
H (18.1123, 16.2023, 12.1216)  -0.141
H (18.0229, 14.9771, 15.2796)  -1.069

Forces on the atoms, in the same order (eV/Å):
C 1.0 0.3 -1.1
O 0.5 0.7 0.5
C -0.8 -1.8 -0.4
C 0.8 1.3 -0.3
N -0.7 1.2 2.1
C -1.4 -1.9 0.2
C 1.1 -0.5 0.3
O 0.2 0.8 -2.0
C -0.9 0.2 1.6
H 0.4 -0.3 0.3
H 0.3 0.0 0.1
H -1.7 -0.1 0.5
H -0.1 0.6 0.5
H 0.2 0.4 -0.4
H 0.6 -0.6 -0.3
H -0.3 -0.2 0.3
H -0.2 -0.4 -1.0
H 1.2 1.4 -0.4
H -0.6 0.1 -0.5
H -0.7 -0.2 0.4
H 0.5 0.3 0.1
H -0.1 -1.2 -1.1
H 0.5 -0.1 0.2
H 0.3 -0.1 0.6
C 0.4 1.0 0.5
O 0.6 -0.7 -0.4
C -0.6 -0.4 2.0
C 0.8 0.7 -0.8
N 1.8 1.6 -0.9
C -0.4 -1.3 0.6
C 0.1 -0.8 0.3
O 0.0 0.2 0.1
C 0.4 0.4 -0.5
H -0.1 0.0 -0.1
H -0.1 -0.7 -1.3
H -0.4 0.2 0.6
H -0.2 0.3 0.3
H 0.5 -0.1 -0.3
H -1.0 -0.5 -0.3
H 0.2 -0.3 -0.2
H -1.2 -0.4 0.1
H 0.1 0.3 -0.4
H -0.4 0.1 0.3
H 0.2 0.5 0.7
H -0.2 0.1 -0.5
H 0.7 0.0 -0.2
H -0.9 -0.2 0.3
H 0.0 -0.2 0.2
C 0.1 0.4 -0.6
O 0.6 -0.1 0.5
C -1.0 0.5 -0.2
C -0.6 -0.5 -0.2
N -0.9 -1.1 1.1
C 0.7 -2.0 -1.2
C 0.0 0.8 0.1
O 0.0 -0.4 0.9
C 0.8 0.7 -1.5
H -0.3 -0.5 0.1
H -0.1 0.2 -0.2
H 0.3 -0.2 0.7
H 0.2 -0.3 -0.3
H 0.5 0.1 0.1
H -0.2 0.4 0.0
H 0.5 0.1 0.1
H 1.0 1.5 -1.2
H -0.3 1.1 0.5
H -0.8 0.0 0.6
H 0.1 -0.6 -0.1
H 0.4 0.4 -0.4
H -1.2 0.3 0.6
H -0.1 -0.9 0.8
H 0.1 0.3 -0.1
C 1.9 0.1 -1.2
O 0.4 0.0 0.1
C -0.6 -1.3 -1.2
C -0.2 0.7 -2.4
N 0.2 -1.3 2.3
C 0.1 0.2 -0.5
C 0.1 0.1 0.7
O 0.5 -1.1 -1.4
C 0.3 1.0 -0.1
H -0.4 0.2 0.2
H -0.1 0.3 1.2
H -0.7 -0.8 0.2
H 0.0 0.9 0.2
H -0.2 0.0 1.0
H -0.1 -0.1 0.3
H -0.3 0.3 0.0
H -0.5 0.3 -0.3
H 0.8 1.1 -0.4
H -0.5 0.0 -0.2
H -0.4 -1.2 0.4
H 0.0 0.9 1.1
H 0.1 -0.1 0.1
H -0.2 0.4 -0.3
H -0.5 -0.5 0.3
C 0.0 1.1 1.8
O 0.7 -0.3 0.5
C -0.2 -0.2 0.5
C -0.3 0.4 0.4
N -0.8 -0.4 0.1
C 1.2 -1.2 0.3
C -1.3 -1.0 -0.2
O -0.8 0.6 -0.4
C -1.3 -0.8 0.7
H -1.0 -1.1 -0.5
H 0.3 -0.1 -0.2
H 0.2 0.3 -0.9
H 0.1 -0.1 -0.4
H -0.3 0.3 -0.7
H 0.1 0.1 0.2
H 0.6 0.2 -0.3
H 0.0 0.3 0.0
H -1.1 0.4 0.0
H 0.6 0.0 0.1
H 1.6 0.4 -0.9
H 0.1 0.5 0.2
H 1.4 1.1 -0.2
H -0.4 0.1 0.3
H 0.6 -0.3 -0.4
C 1.8 -0.6 -0.1
O -0.9 1.6 0.6
C 2.0 -1.1 0.6
C -1.2 0.7 0.7
N -0.3 0.2 -1.5
C 0.8 -1.5 -0.1
C 0.5 2.9 -2.0
O 0.4 -0.6 1.0
C -0.4 0.5 1.8
H -0.8 -0.2 0.0
H -0.2 -0.3 0.2
H 0.1 0.1 -0.4
H -0.7 0.0 0.2
H -0.5 -0.1 -0.4
H 0.5 0.2 -0.6
H -0.3 -0.5 0.0
H -0.3 -0.1 1.1
H -0.2 0.5 -0.3
H 0.0 0.0 -0.3
H -0.5 -0.3 0.1
H -0.8 -1.1 1.1
H 0.0 -0.1 -0.3
H 0.2 -0.4 -0.2
H 0.7 0.0 -1.2
C -0.5 -1.6 -1.2
C -1.3 1.3 1.8
C 0.5 0.0 0.1
O -1.1 -2.7 -0.9
H 0.1 0.8 -0.1
H 0.1 0.0 -0.2
H 0.2 0.6 1.3
H 0.9 0.8 -0.5
H -0.1 0.8 -0.3
H 0.6 -0.2 -0.2
H -0.7 -0.4 0.0
H 1.5 0.7 0.4
C 0.4 -1.8 0.3
C 0.2 0.1 2.2
C 0.1 0.3 -1.1
O -1.3 1.1 -0.6
H 0.1 0.2 -0.4
H -0.3 1.0 -0.2
H 0.0 0.2 -0.4
H 0.1 0.1 -0.4
H 0.1 -0.1 -0.1
H -0.1 -1.2 1.2
H -0.1 0.3 -0.7
H 0.8 0.1 0.0
C -1.4 0.5 2.2
C 1.4 -0.4 -0.9
C 0.9 0.8 -1.0
O -0.5 0.2 0.3
H -0.1 -1.0 -0.8
H 0.4 0.2 0.1
H 0.3 -0.4 -0.2
H -0.1 0.5 -0.2
H -0.4 0.1 0.1
H -1.1 -0.1 0.3
H -0.3 -0.4 0.0
H 0.7 0.0 -0.2
C -0.8 -0.1 1.2
C 1.4 -0.7 0.0
C -1.0 -0.8 0.2
O 0.2 1.9 0.0
H 1.4 0.6 -0.4
H -0.7 0.8 -0.9
H 0.0 -0.9 -0.4
H -0.4 0.3 0.1
H -0.1 0.5 -0.4
H 0.0 0.4 -0.1
H 0.6 -0.1 -0.1
H -0.7 -1.9 0.6
C -0.2 -1.2 0.9
C 0.7 -1.2 -0.3
C -2.7 -0.2 -0.9
O 0.4 0.2 0.4
H -0.4 0.9 -0.9
H 0.6 -0.3 0.2
H 0.4 0.2 0.2
H -0.1 0.6 -0.1
H 0.9 -0.2 -0.3
H 0.4 0.9 0.3
H 0.1 0.4 0.7
H -0.2 -0.5 -0.4
C -0.3 -0.4 -0.1
C -1.4 -2.5 0.0
C 1.0 -0.7 -1.5
O 1.2 0.8 -0.6
H 0.0 0.3 0.0
H 0.2 0.4 -0.1
H 0.4 0.3 -0.1
H 0.0 1.6 0.1
H -0.2 0.0 0.0
H -0.7 -0.2 0.4
H 0.0 0.8 1.0
H -0.3 -0.4 0.8
C 1.1 0.9 -0.1
C 0.8 0.5 -1.4
C -1.6 -0.2 1.3
O -1.0 -0.1 -1.4
H 0.0 -0.1 -0.4
H -0.3 -0.6 0.3
H -0.3 -0.2 0.6
H 0.1 -0.7 0.2
H 0.1 0.6 0.0
H 0.8 -0.3 0.4
H 0.5 -0.2 -0.4
H 0.0 0.4 0.9